[1]
C4H8O3 | ωB97M-V/def2-TZVPD

Calculated values
HOMO-LUMO gap in eV: 10.9
SMILES string: COCC(=O)OC
LUMO energy in eV: 0.9
Largest force on an atom in eV Å⁻¹: 0.4

Geometry as XYZ:
```
15
C4H8O3 ωB97M-V/def2-TZVPD
C 0.822 -0.435 -2.202
O 1.580 0.365 -1.323
C 1.369 0.047 0.021
C 0.021 0.547 0.539
O -0.379 1.675 0.399
O -0.651 -0.403 1.211
C -1.843 0.061 1.851
H 1.042 -0.091 -3.214
H -0.258 -0.334 -2.021
H 1.097 -1.498 -2.113
H 1.474 -1.030 0.215
H 2.135 0.586 0.588
H -1.581 0.750 2.658
H -2.487 0.584 1.140
H -2.339 -0.822 2.252
```



[2]
C4H8O3 | ωB97M-V/def2-TZVPD

Calculated values
HOMO-LUMO gap in eV: 11.2
SMILES string: O=C(O)CCCO
LUMO energy in eV: 0.7
Largest force on an atom in eV Å⁻¹: 1.7

Geometry as XYZ:
```
15
C4H8O3 ωB97M-V/def2-TZVPD
O 0.334 -2.149 -1.233
C 0.484 -1.744 -0.115
O 1.447 -2.251 0.716
C -0.319 -0.639 0.542
C 0.357 0.714 0.242
C -0.604 1.824 -0.134
O -1.548 1.442 -1.132
H 1.577 -3.170 0.443
H -0.240 -0.828 1.606
H -1.287 -0.731 0.062
H 0.932 1.045 1.115
H 1.142 0.645 -0.520
H -1.191 2.198 0.697
H -0.015 2.685 -0.478
H -1.068 0.959 -1.813
```



[3]
C4H8O3 | ωB97M-V/def2-TZVPD

Calculated values
HOMO-LUMO gap in eV: 10.7
SMILES string: O=CCC(=O)CO.[H][H]
LUMO energy in eV: 0.3
Largest force on an atom in eV Å⁻¹: 0.6

Geometry as XYZ:
```
15
C4H8O3 ωB97M-V/def2-TZVPD
O -1.446 1.652 -0.712
C -0.845 0.693 -1.129
C -0.603 -0.572 -0.320
C 0.879 -0.634 -0.003
O 1.701 -0.951 -0.839
C 1.318 -0.206 1.382
O 2.703 -0.229 1.507
H -0.395 0.690 -2.140
H -0.853 -1.440 -0.940
H -1.214 -0.551 0.586
H 0.908 0.803 1.564
H 0.837 -0.872 2.117
H 3.043 -0.519 0.644
H -2.775 1.230 1.152
H -3.148 0.942 1.729
```



[4]
C4H8O3 | ωB97M-V/def2-TZVPD

Calculated values
HOMO-LUMO gap in eV: 11.0
LUMO energy in eV: 0.5
Largest force on an atom in eV Å⁻¹: 3.3

Geometry as XYZ:
```
15
C4H8O3 ωB97M-V/def2-TZVPD
C 1.646 0.758 -0.445
O 0.746 -0.331 1.423
C -0.219 -1.088 0.977
O -0.373 -2.290 1.043
C -1.207 -0.195 0.248
C -0.347 0.749 -0.677
O -2.130 -0.976 -0.436
H 2.098 -0.214 -0.156
H 2.039 1.472 0.307
H 1.935 1.027 -1.443
H -1.703 0.391 1.044
H 0.626 0.472 0.614
H -0.770 1.769 -0.671
H -0.435 0.341 -1.682
H -1.907 -1.885 -0.146
```



[5]
C4H8O3 | ωB97M-V/def2-TZVPD

Calculated values
HOMO-LUMO gap (spin up / spin down) in eV: 8.3 / 9.0
LUMO energy (spin up / spin down) in eV: -1.1 / -0.3
Largest force on an atom in eV Å⁻¹: 2.9

Geometry as XYZ:
```
15
C4H8O3 ωB97M-V/def2-TZVPD
C 2.356 -0.841 0.579
O 1.233 -0.037 0.627
C -0.573 1.506 1.225
C -0.728 0.903 -0.010
O 0.261 0.836 -0.795
O -1.868 0.208 -0.234
C -1.895 -0.561 -1.428
H 3.266 -0.301 0.277
H 2.210 -1.725 -0.061
H 2.509 -1.209 1.608
H -1.295 1.357 2.019
H 0.280 2.151 1.377
H -1.792 0.075 -2.314
H -1.094 -1.307 -1.436
H -2.868 -1.053 -1.434
```



[6]
C4H8O3 | ωB97M-V/def2-TZVPD

Calculated values
HOMO-LUMO gap in eV: 10.9
SMILES string: COC(=O)CC=O.[H][H]
LUMO energy in eV: 0.7
Largest force on an atom in eV Å⁻¹: 0.6

Geometry as XYZ:
```
15
C4H8O3 ωB97M-V/def2-TZVPD
C -0.991 0.476 2.522
O -0.317 -0.178 1.444
C -0.756 0.180 0.227
O -1.582 1.033 0.028
C 0.005 -0.558 -0.849
C 1.336 0.169 -0.897
O 1.595 1.039 -1.689
H -0.784 1.549 2.512
H -0.610 0.015 3.433
H -2.067 0.320 2.425
H 0.147 -1.608 -0.571
H -0.535 -0.464 -1.791
H 2.039 -0.110 -0.087
H 1.183 -1.295 -3.363
H 1.337 -0.569 -3.343
```



[7]
C4H8O3S | ωB97M-V/def2-TZVPD

Calculated values
HOMO-LUMO gap in eV: 9.3
SMILES string: CS[C@@H](CO)C(=O)O
LUMO energy in eV: 0.6
Largest force on an atom in eV Å⁻¹: 4.6

Geometry as XYZ:
```
16
C4H8O3S ωB97M-V/def2-TZVPD
C -1.861 -0.338 1.007
S -1.387 -1.110 -0.443
C 0.174 -0.284 -0.864
C 0.178 1.208 -1.051
O 0.161 1.762 0.222
C 1.167 -0.594 0.122
O 1.455 -0.145 1.187
O 1.828 -1.664 -0.273
H -3.081 -0.459 1.166
H -1.424 -0.666 2.099
H -1.566 0.696 0.690
H 0.601 -0.772 -1.804
H -0.835 1.352 -1.474
H 1.063 1.363 -1.607
H 1.077 1.568 0.635
H 2.449 -1.917 0.389
```



[8]
C4H8O3Tb | ωB97M-V/def2-TZVPD

Calculated values
HOMO-LUMO gap (spin up / spin down) in eV: 4.8 / 7.4
LUMO energy (spin up / spin down) in eV: -11.5 / -9.6
Spin multiplicity: 8
Charge: +2
Largest force on an atom in eV Å⁻¹: 5.1

Geometry as XYZ:
```
16
C4H8O3Tb ωB97M-V/def2-TZVPD
C 2.363 0.264 -1.727
O 2.635 0.498 -0.413
H 1.151 0.534 -1.999
H 3.111 0.696 -2.418
H 2.306 -0.826 -1.910
O -0.327 1.707 0.229
C -1.072 1.015 -0.509
C -1.622 -0.217 0.155
O -0.599 -0.749 0.987
C -0.954 -1.310 2.182
Tb 1.333 0.786 1.338
H -1.785 1.523 -1.181
H -1.871 -0.970 -0.610
H -2.537 0.056 0.705
H -0.143 -1.839 2.677
H -1.989 -1.168 2.495
```



[9]
C4H8O4 | ωB97M-V/def2-TZVPD

Calculated values
HOMO-LUMO gap in eV: 10.2
SMILES string: C[C@]1(O)O[C@@]1(O)CO
LUMO energy in eV: 0.6
Largest force on an atom in eV Å⁻¹: 3.8

Geometry as XYZ:
```
16
C4H8O4 ωB97M-V/def2-TZVPD
C -0.404 1.848 -1.163
C -0.042 0.454 -0.732
O 1.141 0.104 -1.360
O -1.008 -0.635 -0.562
C -0.249 -0.107 0.614
O -0.945 0.520 1.547
C 0.736 -1.188 1.370
O 0.450 -2.556 1.102
H -1.498 1.786 -1.484
H 0.079 2.046 -2.155
H -0.225 2.602 -0.442
H 1.066 -0.809 -1.616
H -1.918 0.497 1.454
H 0.742 -1.094 2.417
H 1.711 -0.934 0.950
H 0.364 -2.533 0.059
```



[10]
C4H8O4 | ωB97M-V/def2-TZVPD

Calculated values
HOMO-LUMO gap in eV: 11.5
SMILES string: CC(C)(O)OOC=O
LUMO energy in eV: 0.7
Largest force on an atom in eV Å⁻¹: 1.4

Geometry as XYZ:
```
16
C4H8O4 ωB97M-V/def2-TZVPD
C 0.756 -1.539 -0.450
C 0.712 -0.184 0.244
C 1.061 0.972 -0.678
O 1.490 -0.120 1.377
O -0.619 -0.001 0.917
O -1.765 -0.125 0.095
C -2.604 0.908 0.283
O -3.688 0.940 -0.206
H 1.773 -1.732 -0.783
H 0.087 -1.543 -1.306
H 0.445 -2.323 0.237
H 0.390 0.992 -1.533
H 0.995 1.907 -0.128
H 2.084 0.845 -1.022
H 1.044 -0.693 2.036
H -2.160 1.694 0.919
```



[11]
C4H8O5 | ωB97M-V/def2-TZVPD

Calculated values
HOMO-LUMO gap in eV: 10.4
SMILES string: CC(O)(O)OO.C=C=O
LUMO energy in eV: 0.7
Largest force on an atom in eV Å⁻¹: 2.4

Geometry as XYZ:
```
17
C4H8O5 ωB97M-V/def2-TZVPD
C -1.726 1.272 0.469
C -1.137 -0.080 0.096
O -0.523 -0.040 -1.176
O -2.108 -1.060 0.136
O -0.123 -0.337 1.042
O 0.406 -1.637 0.821
H -2.577 1.472 -0.177
H -0.967 2.037 0.344
H -2.052 1.240 1.504
H -1.179 -0.281 -1.839
H -1.647 -1.899 0.313
H 1.305 -1.381 0.305
C 2.599 -0.408 -0.408
C 2.097 0.792 -0.192
O 1.703 1.866 -0.046
H 2.504 -0.827 -1.395
H 3.426 -0.729 0.203
```



[12]
C4H8OS | ωB97M-V/def2-TZVPD

Calculated values
HOMO-LUMO gap in eV: 8.6
SMILES string: CCC(=S)CO
LUMO energy in eV: 0.1
Largest force on an atom in eV Å⁻¹: 2.4

Geometry as XYZ:
```
14
C4H8OS ωB97M-V/def2-TZVPD
C 0.853 -1.467 -0.411
C -0.070 -0.850 0.686
C -1.081 0.184 0.129
S -2.662 -0.009 0.003
C -0.387 1.431 -0.408
O 0.784 1.746 0.231
H 0.283 -1.734 -1.312
H 1.639 -0.720 -0.651
H 1.373 -2.343 -0.079
H -0.524 -1.730 1.164
H 0.482 -0.260 1.439
H -0.202 1.221 -1.446
H -1.069 2.260 -0.387
H 0.582 2.272 1.044
```



[13]
C4H8OS | ωB97M-V/def2-TZVPD

Calculated values
HOMO-LUMO gap in eV: 9.5
LUMO energy in eV: 0.9
Largest force on an atom in eV Å⁻¹: 2.6

Geometry as XYZ:
```
14
C4H8OS ωB97M-V/def2-TZVPD
C -1.232 0.138 0.359
C 0.165 -0.054 -0.264
C 1.138 1.126 -0.105
C 1.062 -1.173 0.118
H -3.025 -0.009 -0.392
H -1.334 1.159 0.681
H -1.324 -0.552 1.185
H 0.162 -0.130 -1.318
H 1.098 1.495 0.888
H 1.114 1.921 -0.787
H 0.804 -2.035 -0.539
H 1.038 -1.457 1.163
O -2.132 -0.283 -0.674
S 2.468 -0.146 -0.314
```



[14]
C4H8OS | ωB97M-V/def2-TZVPD

Calculated values
HOMO-LUMO gap in eV: 9.3
SMILES string: CCCOC=S
LUMO energy in eV: 0.5
Largest force on an atom in eV Å⁻¹: 2.1

Geometry as XYZ:
```
14
C4H8OS ωB97M-V/def2-TZVPD
C -0.260 1.588 -1.384
C -0.570 0.947 -0.062
C 0.019 -0.469 -0.001
O -0.084 -0.929 1.414
C 0.675 -2.034 1.626
S 0.930 -2.653 3.091
H -0.701 0.998 -2.179
H 0.783 1.737 -1.643
H -0.757 2.532 -1.465
H -1.648 0.878 0.058
H -0.093 1.476 0.749
H 1.102 -0.491 -0.326
H -0.531 -1.154 -0.572
H 1.135 -2.426 0.695
```



[15]
C4H8OS | ωB97M-V/def2-TZVPD

Calculated values
HOMO-LUMO gap in eV: 9.6
SMILES string: C1CSCCO1
LUMO energy in eV: 0.9
Largest force on an atom in eV Å⁻¹: 3.0

Geometry as XYZ:
```
14
C4H8OS ωB97M-V/def2-TZVPD
C 1.090 -1.011 0.519
C -0.129 -1.281 -0.399
S -1.528 -0.141 0.005
C -0.422 1.289 0.427
C 0.795 1.117 -0.478
O 1.667 0.150 -0.044
H 1.626 -1.974 0.502
H 0.921 -0.811 1.565
H 0.185 -1.055 -1.417
H -0.501 -2.302 -0.410
H -1.016 2.214 0.155
H -0.105 1.312 1.485
H 0.532 0.941 -1.532
H 1.471 2.033 -0.482
```



[16]
C4H8OS | ωB97M-V/def2-TZVPD

Calculated values
HOMO-LUMO gap in eV: 8.5
SMILES string: CC(=S)CCO
LUMO energy in eV: -0.1
Largest force on an atom in eV Å⁻¹: 3.9

Geometry as XYZ:
```
14
C4H8OS ωB97M-V/def2-TZVPD
C -0.453 -1.465 -0.430
C 0.291 -0.951 0.791
S 1.457 -1.566 1.835
C -0.194 0.570 1.032
C -0.170 1.252 -0.429
O 0.976 0.889 -1.298
H -0.050 -0.767 -1.262
H -0.250 -2.642 -0.864
H -1.559 -1.190 -0.457
H 0.610 1.056 1.612
H -1.251 0.386 1.450
H 0.003 2.339 -0.308
H -1.223 1.149 -1.038
H 1.815 0.938 -0.635
```



[17]
C4H8OS2 | ωB97M-V/def2-TZVPD

Calculated values
HOMO-LUMO gap in eV: 7.7
SMILES string: CSSCCC=O
LUMO energy in eV: -1.1
Largest force on an atom in eV Å⁻¹: 3.5

Geometry as XYZ:
```
15
C4H8OS2 ωB97M-V/def2-TZVPD
C 2.642 0.671 -1.335
S 2.005 0.485 0.276
S 0.545 -1.322 -0.423
C -0.593 -0.906 0.804
C -1.397 0.404 0.726
C -2.832 0.305 0.251
O -3.627 1.183 0.035
H 2.717 -0.362 -1.712
H 3.667 1.055 -1.476
H 1.973 1.148 -2.038
H -1.221 -1.828 0.993
H -0.099 -0.825 1.758
H -0.876 0.994 -0.024
H -1.451 1.051 1.612
H -3.209 -0.727 0.264
```



The records above yield relative energy (zero: lowest compared OMol25 entry of this formula, charge and spin) values of 34.26 19.59 56.23 88.41 136.09 49.69 48.45 40.95 86.09 95.22 94.65 23.60 33.19 22.15 28.57 66.98 41.75 kcal/mol, respectively.